Record 1
{
  "formula": "C12H11BO2",
  "method": "the ωB97M-V functional and the def2-TZVPD basis",
  "orbital_gap_ev": 8.66,
  "max_force_ev_per_a": 2.84,
  "smiles": "OB(O)c1ccc(-c2ccccc2)cc1",
  "de_lowest_kj_mol": 138.0,
  "elements": ["O", "B", "O", "C", "C", "C", "C", "C", "C", "C", "C", "C", "C", "C", "C", "H", "H", "H", "H", "H", "H", "H", "H", "H", "H", "H"],
  "coordinates": [[-3.6800, -1.0433, 2.3714], [-2.7560, -2.0815, 2.0365], [-2.9642, -3.4080, 2.2665], [-1.5731, -1.6115, 1.1809], [-1.3364, -1.8585, -0.1701], [-0.4341, -1.1025, -0.8236], [0.2815, -0.1110, -0.1553], [1.0923, 0.8252, -0.8964], [1.0904, 2.1599, -0.5262], [1.9323, 3.0256, -1.1650], [2.7968, 2.5992, -2.1846], [2.9727, 1.2657, -2.3579], [2.1038, 0.3743, -1.7394], [0.1586, 0.0431, 1.2126], [-0.7653, -0.7127, 1.8682], [-4.4567, -1.1192, 2.9764], [-3.6446, -3.6024, 2.9460], [-1.9630, -2.5514, -0.7413], [-0.2682, -1.1853, -1.8794], [0.2975, 2.5736, 0.2080], [1.8429, 4.1006, -1.0002], [3.2184, 3.1889, -2.9264], [3.6422, 0.9198, -3.1566], [2.4014, -0.6376, -1.9271], [0.9822, 0.4769, 1.6368], [-0.9713, -0.5276, 2.9463]],
  "forces_ev_per_a": [[0.4, -0.8, 0.6], [-2.4, 0.5, -0.2], [-0.5, -0.3, 1.2], [0.1, 0.3, 0.4], [-1.6, -0.9, 0.6], [1.2, 1.2, -0.6], [-1.0, -0.6, -0.5], [1.7, -0.7, 0.5], [-1.6, 1.0, 1.0], [0.4, 1.6, -1.1], [-1.0, -0.4, 1.4], [-0.5, -0.9, -1.1], [1.0, 0.4, -0.3], [-0.3, -1.6, -1.5], [-0.9, 0.2, 1.3], [1.2, -0.5, -0.8], [0.5, 0.2, -0.8], [0.3, 0.1, 0.4], [-0.1, -0.2, -0.5], [1.5, -0.9, -1.2], [0.0, -0.3, 0.1], [1.0, 1.8, -0.6], [-0.1, 0.0, 0.6], [-0.8, -0.8, 0.2], [1.3, 1.9, 1.6], [0.4, -0.3, -0.8]]
}

***

Record 2
{
  "formula": "C12H11BiIN3O4PS",
  "method": "the ωB97M-V functional and the def2-TZVPD basis",
  "orbital_gap_ev": 7.81,
  "max_force_ev_per_a": 0.95,
  "total_charge": -1,
  "de_lowest_kj_mol": 0.0,
  "elements": ["Bi", "O", "S", "O", "O", "O", "I", "N", "C", "C", "C", "N", "C", "N", "C", "P", "C", "C", "C", "C", "C", "C", "C", "H", "H", "H", "H", "H", "H", "H", "H", "H", "H", "H"],
  "coordinates": [[1.5055, -1.8094, 1.5972], [-0.7732, -5.0191, 0.0521], [0.3049, -4.1130, 0.3488], [1.6574, -4.6503, 0.2825], [0.2362, -2.8344, -0.4475], [0.1337, -3.5550, 1.8064], [1.1959, -1.2939, 4.3688], [2.1716, 0.6902, 1.3164], [2.5881, 1.5495, 0.6539], [3.0296, 2.6195, -0.1187], [2.1720, 3.7358, -0.2292], [1.4667, 4.6484, -0.3060], [4.2608, 2.5598, -0.8114], [5.2666, 2.5157, -1.3754], [-1.2616, 0.6780, 2.2289], [-0.8332, -0.6208, 1.0470], [-2.2344, -1.7528, 1.0914], [-0.8459, 0.1863, -0.5677], [-1.1959, -0.5535, -1.6966], [-1.2073, 0.0528, -2.9426], [-0.8599, 1.3905, -3.0702], [-0.5031, 2.1300, -1.9521], [-0.4962, 1.5287, -0.7031], [-2.1612, 1.1946, 1.8918], [-0.4447, 1.3900, 2.3363], [-1.4309, 0.2158, 3.2011], [-3.1029, -1.2125, 0.7087], [-2.3997, -2.0422, 2.1288], [-2.0442, -2.6475, 0.5057], [-1.4154, -1.6081, -1.6054], [-1.4726, -0.5272, -3.8166], [-0.8593, 1.8589, -4.0465], [-0.2213, 3.1708, -2.0356], [-0.2264, 2.1243, 0.1588]],
  "forces_ev_per_a": [[-0.8, -0.4, -0.4], [0.0, 0.1, 0.1], [0.3, -0.1, 0.0], [-0.2, 0.0, 0.0], [0.2, 0.1, 0.1], [0.3, 0.3, 0.1], [0.0, 0.0, 0.2], [0.1, 0.0, -0.1], [0.0, 0.1, 0.0], [-0.1, -0.1, 0.1], [0.1, 0.1, 0.0], [-0.1, 0.0, 0.0], [0.0, 0.0, 0.0], [0.0, 0.0, 0.0], [0.0, 0.1, 0.1], [0.3, 0.1, 0.0], [-0.1, 0.0, 0.1], [0.0, -0.1, -0.1], [0.0, 0.0, -0.1], [0.0, 0.0, 0.0], [0.0, 0.0, 0.0], [0.0, 0.0, 0.0], [-0.1, 0.0, 0.1], [0.0, 0.0, 0.0], [0.0, 0.0, 0.0], [0.0, 0.0, 0.0], [0.0, 0.0, 0.0], [0.0, 0.0, 0.0], [0.0, 0.0, 0.0], [0.0, 0.0, 0.0], [0.0, 0.0, 0.0], [0.0, 0.0, 0.0], [0.0, 0.0, 0.0], [0.0, 0.0, 0.0]]
}

***

Record 3
{
  "formula": "C12H11BrI2N2S",
  "method": "the ωB97M-V functional and the def2-TZVPD basis",
  "orbital_gap_ev": 8.22,
  "max_force_ev_per_a": 0.45,
  "elements": ["C", "C", "C", "C", "C", "C", "I", "C", "C", "I", "C", "Br", "C", "C", "N", "S", "N", "C", "H", "H", "H", "H", "H", "H", "H", "H", "H", "H", "H"],
  "coordinates": [[-0.0738, 3.2449, -1.6870], [-0.2508, 1.7462, -1.9777], [0.3499, 0.8179, -0.9054], [-0.6102, 0.0331, -0.0458], [-0.2506, -1.1852, 0.4563], [1.0825, -1.7445, 0.1406], [1.1373, -2.9604, -1.5649], [2.1726, -1.5302, 0.8622], [3.5509, -2.0605, 0.6511], [2.0324, -0.3222, 2.5764], [-1.1438, -1.9501, 1.2930], [-0.5826, -3.6434, 1.9189], [-2.3616, -1.5103, 1.6697], [-2.7442, -0.2308, 1.2106], [-3.8778, 0.4013, 1.5254], [-3.8113, 1.8250, 0.8006], [-2.3860, 1.7458, 0.0891], [-1.8784, 0.5388, 0.3658], [-0.9968, 3.8057, -1.8157], [0.2693, 3.4184, -0.6674], [0.6751, 3.6829, -2.3464], [-1.2967, 1.5171, -2.1437], [0.2637, 1.5188, -2.9113], [0.9897, 0.0922, -1.4070], [1.0066, 1.3711, -0.2287], [4.2538, -1.2285, 0.5834], [3.6249, -2.6433, -0.2614], [3.8595, -2.6568, 1.5092], [-3.0036, -2.0932, 2.3102]],
  "forces_ev_per_a": [[0.0, 0.0, 0.0], [0.3, 0.2, 0.0], [-0.2, -0.2, -0.1], [0.1, 0.2, 0.0], [-0.2, -0.4, 0.0], [0.0, 0.1, 0.3], [-0.1, -0.1, -0.1], [0.1, -0.1, -0.1], [0.1, 0.3, 0.0], [-0.1, 0.0, 0.0], [0.3, 0.0, -0.1], [0.1, 0.0, 0.0], [0.0, -0.1, 0.1], [0.1, 0.2, -0.1], [-0.1, 0.0, -0.1], [-0.1, 0.1, 0.1], [0.0, 0.0, -0.2], [-0.2, 0.0, 0.2], [-0.1, 0.0, 0.0], [-0.1, 0.0, 0.1], [0.0, 0.0, 0.0], [-0.1, -0.1, 0.0], [-0.1, 0.0, -0.1], [0.1, 0.0, 0.1], [0.0, 0.1, 0.0], [0.0, 0.0, 0.0], [0.0, -0.1, 0.0], [0.0, -0.1, 0.0], [-0.1, 0.0, 0.0]]
}

***

Record 4
{
  "formula": "C12H11BrO3S",
  "method": "the ωB97M-V functional and the def2-TZVPD basis",
  "orbital_gap_ev": 7.62,
  "max_force_ev_per_a": 0.64,
  "elements": ["O", "C", "C", "C", "C", "O", "C", "C", "Br", "C", "C", "C", "C", "H", "H", "H", "H", "H", "C", "S", "O", "C", "H", "H", "H", "H", "H", "H"],
  "coordinates": [[-2.5017, -0.3688, 1.6274], [-2.2837, -0.2018, 0.4571], [-2.4390, -1.2777, -0.5510], [-1.5826, -1.3180, -1.5654], [-0.5265, -0.2862, -1.6969], [0.5511, -0.5380, -2.1635], [-0.8932, 1.0624, -1.1614], [-0.4126, 2.2757, -1.6621], [0.8057, 2.3691, -3.1063], [-0.8455, 3.4758, -1.1010], [-1.7426, 3.4891, -0.0366], [-2.2240, 2.2895, 0.4816], [-1.7930, 1.0975, -0.0859], [-3.2251, -2.0034, -0.4149], [-1.6114, -2.0952, -2.3150], [-0.4770, 4.4099, -1.4974], [-2.0708, 4.4288, 0.3785], [-2.9186, 2.2626, 1.3055], [2.8173, -1.8752, 2.6507], [1.6801, -2.3521, 1.3426], [1.8377, -3.8154, 1.1419], [2.5628, -1.5374, 0.0096], [2.4660, -2.3231, 3.5778], [3.8155, -2.2452, 2.4167], [2.8228, -0.7894, 2.7476], [3.5809, -1.9237, -0.0506], [2.5714, -0.4611, 0.1849], [2.0360, -1.7488, -0.9139]],
  "forces_ev_per_a": [[-0.4, 0.0, 0.5], [0.1, 0.0, -0.3], [0.1, 0.0, -0.2], [-0.3, -0.1, -0.1], [-0.3, 0.3, 0.3], [0.4, -0.1, -0.5], [-0.1, 0.5, 0.0], [-0.1, -0.1, 0.3], [-0.1, 0.0, 0.1], [-0.1, -0.1, 0.1], [0.1, -0.5, -0.2], [0.4, 0.0, -0.3], [0.1, 0.2, -0.1], [0.0, -0.2, 0.2], [0.2, -0.1, 0.0], [0.0, 0.0, -0.1], [0.0, 0.1, 0.0], [0.0, 0.0, 0.1], [0.1, 0.0, 0.1], [-0.1, 0.0, 0.0], [0.0, 0.0, 0.0], [0.2, 0.0, 0.0], [0.0, 0.0, 0.0], [0.0, 0.0, 0.0], [0.0, 0.0, 0.0], [0.0, 0.0, 0.1], [0.0, 0.0, 0.0], [0.0, 0.0, 0.0]]
}

***

Record 5
{
  "formula": "C12H11Cl2N2O5PS",
  "method": "the ωB97M-V functional and the def2-TZVPD basis",
  "orbital_gap_ev": 6.66,
  "max_force_ev_per_a": 2.50,
  "smiles": "O[C@@H]1[C@@H]2OPSO[C@@H](O)[C@H]2O[C@H]1n1cnc2cc(Cl)c(Cl)cc21",
  "elements": ["O", "C", "C", "O", "P", "S", "O", "C", "O", "C", "O", "C", "N", "C", "N", "C", "C", "C", "Cl", "C", "Cl", "C", "C", "H", "H", "H", "H", "H", "H", "H", "H", "H", "H", "H"],
  "coordinates": [[-1.2690, 0.0395, 2.1905], [-0.4505, -0.4867, 1.1560], [0.8251, -1.1481, 1.6771], [0.6945, -1.7470, 2.9744], [1.9576, -2.7273, 3.4280], [3.7128, -2.8323, 2.1892], [3.5205, -1.4937, 1.1377], [3.2560, -0.3107, 1.8450], [4.0971, 0.7416, 1.3315], [1.8026, 0.0528, 1.6428], [1.5357, 0.6525, 0.3380], [0.1039, 0.6218, 0.2213], [-0.3294, 0.3251, -1.1760], [0.0785, -0.6923, -2.0274], [-0.6919, -0.7918, -3.0785], [-1.6897, 0.1612, -2.9230], [-2.7341, 0.4988, -3.7552], [-3.5174, 1.6028, -3.4565], [-4.7310, 2.0953, -4.5939], [-3.2759, 2.3376, -2.2732], [-4.2851, 3.7179, -1.9153], [-2.2419, 2.0031, -1.4134], [-1.4442, 0.9050, -1.7492], [-1.5698, -0.6247, 2.8409], [-1.0038, -1.2400, 0.5987], [1.1103, -1.8993, 0.9163], [1.8669, -3.5818, 4.5485], [3.4218, -0.4504, 2.9229], [4.0659, 0.7609, 0.3570], [1.5355, 0.7952, 2.4268], [-0.3235, 1.5383, 0.5874], [0.8861, -1.3580, -1.7751], [-2.8961, -0.0455, -4.6744], [-2.0178, 2.5800, -0.5190]],
  "forces_ev_per_a": [[0.2, 0.5, -0.1], [-0.3, -1.3, 1.1], [0.5, 0.4, -0.1], [-0.5, -0.5, -0.9], [1.2, 1.0, 0.8], [-0.6, -0.3, -1.3], [0.4, -1.3, 1.4], [0.6, 2.0, -1.4], [-0.4, -1.0, 0.7], [-0.7, 0.4, 0.0], [-0.7, -1.0, 0.7], [-0.1, -1.4, -0.7], [0.8, 1.0, 1.2], [-1.2, 0.6, 0.0], [0.2, -0.5, 0.3], [1.1, 0.3, 0.8], [-0.4, 0.3, -0.7], [0.4, -0.2, 0.3], [0.1, -0.1, 0.2], [-0.2, 0.1, -0.2], [0.3, -0.3, 0.1], [0.4, -0.2, 0.3], [-0.5, -0.1, -0.6], [0.6, 0.2, -0.7], [-0.3, 0.2, -0.3], [0.2, 0.3, 0.4], [-0.4, 0.3, -0.7], [0.3, 0.3, -0.4], [-0.3, -0.2, 0.6], [0.0, -0.4, -0.3], [-0.2, 0.7, -0.4], [0.2, 0.1, -0.1], [0.0, 0.0, 0.0], [-0.3, 0.0, -0.2]]
}

***

Record 6
{
  "formula": "C12H11F16IO6S",
  "method": "the ωB97M-V functional and the def2-TZVPD basis",
  "orbital_gap_ev": 10.16,
  "max_force_ev_per_a": 6.91,
  "elements": ["O", "S", "O", "O", "C", "C", "I", "O", "H", "H", "H", "C", "C", "C", "F", "F", "F", "F", "O", "C", "C", "F", "F", "F", "F", "H", "H", "H", "H", "C", "C", "C", "F", "F", "F", "F", "O", "C", "C", "F", "F", "F", "F", "H", "H", "H", "H"],
  "coordinates": [[7.1557, -5.1401, 3.5662], [6.0645, -4.6408, 2.6923], [6.5630, -3.5498, 1.8364], [5.5521, -6.0544, 1.9239], [4.2680, -6.2898, 2.5454], [3.6410, -4.9307, 3.1004], [2.6291, -3.9363, 1.4381], [4.7561, -4.1643, 3.6288], [3.6271, -6.6117, 1.6884], [4.2144, -7.0393, 3.3780], [2.9617, -5.1946, 3.9432], [2.3917, 1.5617, 1.7572], [1.4140, 2.4399, 2.5807], [0.4209, 1.7407, 3.5262], [-0.3622, 0.8308, 2.9301], [-0.4128, 2.6595, 4.0725], [0.7751, 3.2738, 1.7325], [2.1909, 3.2328, 3.3733], [2.0647, 1.1921, 0.3984], [1.2107, 0.1116, 0.1267], [-0.1539, 0.5447, -0.4384], [-0.7449, 1.5006, 0.2971], [-1.0042, -0.5072, -0.4848], [1.1181, -0.6628, 1.2224], [1.8346, -0.6386, -0.8005], [3.2831, 2.1796, 1.6285], [2.7307, 0.6945, 2.3260], [0.9528, 1.2449, 4.3423], [-0.0381, 0.9350, -1.4531], [-3.6493, 2.5318, -1.8227], [-2.6317, 3.0724, -2.8606], [-3.1816, 3.7668, -4.1192], [-4.0376, 3.0220, -4.8313], [-2.1587, 4.0730, -4.9542], [-1.7827, 2.0706, -3.1845], [-1.8812, 4.0057, -2.2087], [-4.0552, 1.1447, -1.8597], [-5.0549, 0.7041, -2.7424], [-4.5168, -0.1880, -3.8760], [-3.4680, 0.3502, -4.5171], [-5.4822, -0.4077, -4.7974], [-5.7590, 1.7623, -3.1791], [-5.9114, -0.0274, -2.0073], [-3.1345, 2.6040, -0.8615], [-4.5150, 3.1888, -1.7281], [-3.6865, 4.6989, -3.8528], [-4.1976, -1.1538, -3.4755]],
  "forces_ev_per_a": [[-3.2, 0.9, -1.2], [6.8, 0.6, 1.1], [-2.8, -2.4, 1.0], [-1.3, 2.9, 2.0], [-2.2, -0.2, -0.8], [0.7, -1.1, -0.1], [0.2, 0.0, 0.8], [0.2, -1.8, -2.3], [0.4, -0.1, 1.0], [0.9, 0.5, -0.8], [0.4, 0.7, -0.8], [0.6, -0.3, -0.3], [0.0, 0.0, -1.0], [-0.1, 0.1, 0.7], [0.1, -0.2, -0.6], [0.2, 0.2, -0.1], [-0.3, -0.1, 0.1], [0.0, -0.3, 0.2], [-1.1, 0.0, 0.4], [1.4, 0.6, 1.0], [-0.4, 0.1, -0.7], [0.2, 0.1, 0.4], [0.3, -0.2, 0.1], [-0.6, -0.1, 0.0], [-0.3, 0.1, -0.3], [-0.2, 0.1, 0.0], [-0.3, -0.1, 0.0], [0.2, 0.1, -0.1], [0.2, -0.1, 0.0], [-0.4, -0.2, 0.6], [-0.1, -0.9, 0.3], [0.2, 0.7, -0.3], [-0.2, -0.5, 0.2], [0.2, 0.0, 0.3], [0.0, 0.0, -0.3], [-0.3, 0.2, -0.1], [0.1, 0.2, -1.2], [0.4, 1.3, 1.2], [0.1, -0.7, -0.2], [0.1, 0.4, 0.1], [-0.2, 0.2, 0.2], [0.0, -0.1, -0.5], [0.1, -0.4, -0.1], [0.1, -0.1, -0.2], [0.0, 0.0, -0.3], [0.0, 0.0, 0.2], [-0.1, 0.1, 0.2]]
}